Record 1
C13H25Cl3O2PtSi | the ωB97M-V functional and the def2-TZVPD basis

Structure (XYZ):
```
45
Properties=species:S:1:pos:R:3:forces:R:3
C -1.122844 -2.253456 -0.720145 -0.714 -0.229 -0.021
C -0.945737 -1.590628 -1.955996 -0.358 -0.071 0.026
C -1.688332 -0.388187 -1.928767 -0.583 -0.275 -0.090
C -0.156721 -2.093446 -3.103702 0.019 -0.090 -0.162
C -2.360729 -0.303500 -0.662691 0.046 -0.360 -0.136
C -2.009691 -1.465990 0.092108 -0.152 -0.152 -0.385
C -2.557574 -1.852072 1.416815 0.000 -0.118 0.034
C -0.591414 -3.598364 -0.398242 -0.023 -0.152 0.035
C -1.848049 0.535695 -3.076096 -0.092 0.026 -0.129
C -3.350135 0.732040 -0.270974 -0.125 0.084 -0.016
Pt -0.159811 -0.136048 -0.072606 -0.012 0.692 0.669
Cl 1.850441 -0.316060 -1.311459 2.229 -0.694 -2.108
Cl 0.916779 -1.581475 1.496943 0.229 -0.747 0.780
Cl -0.190804 2.141316 -0.919368 -2.401 2.380 -2.158
H 0.673153 -2.712288 -2.778860 0.109 -0.035 0.082
H 0.249455 -1.280990 -3.697209 0.072 0.130 -0.030
H -0.795762 -2.697796 -3.750917 -0.094 -0.139 -0.165
H -0.897435 0.743894 -3.558276 0.168 0.065 0.005
H -2.277691 1.483391 -2.775156 0.016 0.130 0.089
H -2.508644 0.078580 -3.815630 -0.120 -0.082 -0.200
H -3.069501 1.712016 -0.645012 0.151 0.112 -0.045
H -3.443442 0.801896 0.808310 0.015 -0.010 0.144
H -4.332284 0.482169 -0.675633 -0.201 -0.021 -0.040
H -2.805679 -0.979506 2.012472 0.017 0.081 0.120
H -1.841472 -2.436932 1.984449 0.204 0.041 0.224
H -3.464299 -2.445932 1.288373 -0.174 -0.092 -0.005
H 0.448811 -3.698759 -0.693762 0.163 0.059 0.012
H -1.170526 -4.350910 -0.937448 -0.092 -0.184 -0.124
H -0.653472 -3.814934 0.660894 0.046 0.056 0.170
O 0.007545 -2.169284 4.651216 -0.297 -0.054 0.479
H -0.430165 -1.765591 5.418330 0.090 -0.094 -0.139
C 4.211148 1.499402 0.701701 0.319 -0.171 -0.162
Si 2.537350 2.214752 1.115335 -1.976 -2.309 -0.943
C 2.395872 2.414191 2.965014 -0.145 -0.058 0.299
C 2.368651 3.887616 0.301484 -0.081 0.357 -0.208
O 1.271082 1.111094 0.557618 3.973 2.010 4.108
H 5.005089 2.182101 1.068129 -0.254 -0.320 -0.163
H 4.303373 1.383787 -0.397552 0.013 -0.045 0.605
H 4.319691 0.508891 1.189138 -0.024 0.500 -0.350
H 3.192950 3.096347 3.325714 -0.374 -0.257 -0.076
H 1.402568 2.839852 3.215166 0.538 -0.264 0.026
H 2.507246 1.423734 3.452264 -0.177 0.555 -0.188
H 2.457313 3.775513 -0.798534 -0.166 0.153 0.584
H 1.381277 4.325892 0.553512 0.534 -0.188 -0.288
H 3.172422 4.557982 0.669049 -0.316 -0.222 -0.161
```
Forces are in eV/Å.

Calculated values
charge	-2
gap between HOMO and LUMO (spin up / spin down)	4.184 / 3.986	eV
LUMO energy (spin up / spin down)	4.530 / 4.344	eV
spin multiplicity	5

---

Record 2
C13H25ClIN2P2Y | the ωB97M-V functional and the def2-TZVPD basis

Structure (XYZ):
```
45
Properties=species:S:1:pos:R:3:forces:R:3
C -1.892981 0.412135 0.155291 -1.914 0.088 -3.975
I 1.817225 1.202209 2.446574 2.579 1.179 -0.315
H -1.579733 0.263971 -0.946328 0.052 0.718 1.260
H -2.562267 1.367031 0.244168 1.413 -1.861 -0.018
H -2.362288 -0.573769 0.351703 0.273 0.874 0.586
Y 1.114760 -0.567970 -2.297684 -0.368 -0.068 4.579
P 0.168944 2.563342 -0.163271 0.635 1.840 -0.682
C -0.164098 3.605478 1.342906 -0.361 0.253 0.349
C 1.802214 3.354736 -0.577020 -0.196 0.380 -0.152
H 1.688241 4.456069 -0.733016 0.054 -0.876 0.101
H -0.517956 4.639618 -1.289378 -0.228 -0.705 -0.018
H 2.183921 2.903238 -1.502104 0.181 0.222 0.132
H -0.895260 3.209291 -2.318264 -0.142 0.195 0.318
H 0.530527 3.397657 2.164781 -0.503 0.148 -0.384
H 2.515288 3.206490 0.241513 -0.039 -0.088 -0.267
C -0.906454 3.596703 -1.287263 0.078 0.043 -0.115
H -0.061062 4.685239 1.091806 -0.010 -0.728 -0.245
H -1.941673 3.639273 -0.908891 0.361 -0.183 -0.256
H -1.199687 3.471756 1.684315 0.263 -0.115 0.033
P 0.120219 -2.708308 -0.154829 -0.346 -1.852 0.103
C -0.250620 -3.707017 1.394051 -0.357 -0.063 0.688
C -1.008972 -3.672455 -1.280118 0.229 -0.223 -0.362
H 2.177209 -2.999735 -1.469414 0.246 -0.332 0.104
H 1.682363 -4.574500 -0.738439 -0.130 0.725 -0.218
H 2.463659 -3.388585 0.262903 -0.045 0.449 -0.154
C 1.747286 -3.478358 -0.559939 0.093 -0.551 -0.178
H -1.017863 -3.257848 -2.304425 -0.148 -0.155 0.274
H -0.714221 -4.736994 -1.356310 0.097 0.554 0.110
H -0.147571 -4.810816 1.291816 0.214 0.709 -0.788
H -1.294983 -3.592628 1.719875 0.271 0.402 -0.228
H -2.036450 -3.686899 -0.898412 0.175 0.363 -0.084
H 0.379439 -3.477088 2.257118 0.024 0.427 -0.228
Cl 0.879414 -0.127925 -4.450289 -0.366 0.441 -2.550
N 1.552790 -0.377966 6.591698 -2.835 0.456 -2.721
C 0.709118 -0.249613 5.771764 2.230 -0.485 2.032
C -0.274346 -0.109494 4.704206 -0.797 0.116 2.597
C -1.656334 0.095780 5.006441 0.739 -0.134 -0.053
C -2.521495 0.234778 3.936336 -0.198 -0.059 0.437
C -2.019508 0.174389 2.673269 4.953 -0.542 2.696
N -0.714594 -0.040642 2.357347 -2.748 -0.322 0.431
C 0.132969 -0.201653 3.394419 0.322 -2.274 -2.519
H -2.034687 0.100416 6.027066 0.401 0.078 -0.124
H -3.596409 0.377316 3.873183 0.061 0.002 1.289
H -2.691807 0.350559 1.982168 -2.697 0.534 -3.346
H 1.052333 -0.781511 2.966678 -1.513 0.420 1.864
```
Forces are in eV/Å.

Calculated values
charge	+2
gap between HOMO and LUMO (spin up / spin down)	4.424 / 4.796	eV
LUMO energy (spin up / spin down)	-9.163 / -9.120	eV
spin multiplicity	1

---

Record 3
C13H25Cu2O7S2 | the ωB97M-V functional and the def2-TZVPD basis

Structure (XYZ):
```
49
Properties=species:S:1:pos:R:3:forces:R:3
Cu 7.657517 2.224289 1.729202 -0.244 -0.095 -0.012
Cu 3.766793 6.275821 2.339465 -0.154 -0.205 -0.118
C 1.909051 0.306642 1.828806 0.668 1.967 -0.500
O 2.857118 1.378276 1.929765 -0.759 -2.120 0.270
H 2.157919 -0.643045 1.355235 0.953 0.099 -0.470
H 1.522481 -0.057003 2.780863 -0.010 0.494 0.801
H 1.051987 0.723027 1.299503 -0.484 -0.132 -0.053
C -6.791098 1.560400 0.771085 -3.287 1.126 0.005
C -5.551917 1.606636 1.608101 0.203 0.508 0.677
C -5.907483 2.085576 3.099008 0.543 -1.134 -1.854
S -7.665883 1.700278 3.371513 -0.299 -2.630 -1.533
O -8.327109 2.959432 3.558276 -0.232 0.123 0.319
O -7.907003 0.524188 4.222198 0.653 1.962 -0.401
C -7.990671 1.021080 1.633811 1.919 -0.412 0.642
H -6.764325 1.165470 -0.244503 0.432 -0.769 0.320
H -7.176555 2.554730 0.545618 0.662 0.681 0.088
H -4.868339 2.313955 1.138509 0.146 0.109 0.258
H -5.009157 0.661675 1.631497 -0.284 -0.168 0.134
H -5.781919 3.167057 3.151130 -0.022 -0.243 0.477
H -5.250815 1.462340 3.706016 -0.312 0.588 0.637
H -9.031468 1.197649 1.362394 0.308 0.350 -0.194
H -7.807211 -0.049640 1.723334 -0.434 -0.093 0.422
C 3.086695 2.802894 -4.810240 -1.033 1.064 -2.650
C 1.596617 2.478276 -4.461704 0.768 1.398 -0.362
C 0.864373 3.857046 -4.117188 1.193 -1.344 1.454
S 2.239622 5.078273 -3.661756 -2.116 -1.553 -0.347
O 2.055955 5.486878 -2.278879 0.749 -0.212 -0.606
O 2.278731 6.040314 -4.716113 0.210 0.846 -0.290
C 3.607244 3.945809 -3.936320 -0.343 -1.746 2.043
H 3.100861 3.222649 -5.816082 -0.307 0.058 -0.387
H 3.641092 1.883871 -5.000325 0.520 0.146 1.054
H 1.655559 1.785594 -3.622174 -0.543 0.373 0.410
H 1.101716 1.923489 -5.258813 0.131 0.237 -0.140
H 0.298734 3.577558 -3.228351 0.022 0.746 0.270
H 0.164990 4.366419 -4.780135 0.543 -0.323 -0.540
H 3.673839 3.434333 -2.976073 0.522 0.439 0.606
H 4.536064 4.479908 -4.136646 -0.276 -0.131 -0.433
O 4.582741 -9.363828 0.050890 -0.593 0.321 0.035
C 4.260291 -8.484359 0.812735 2.704 -3.386 -1.533
O 3.894114 -8.836341 2.062567 -0.751 0.304 0.369
C 3.494024 -7.694748 2.783621 0.042 2.223 -0.218
C 3.557775 -6.571152 1.729848 0.354 2.467 -1.273
C 4.448252 -7.054406 0.555994 -1.587 0.644 1.088
H 4.152913 -7.467535 3.621677 0.315 -0.384 -0.078
H 2.486015 -7.697536 3.198359 -0.061 -0.813 -0.204
H 3.977964 -5.593007 1.963877 0.014 -0.143 1.202
H 2.606896 -6.246863 1.307045 -0.434 -0.676 0.238
H 5.467666 -6.673074 0.614989 0.098 -0.592 0.201
H 4.077341 -6.819299 -0.441630 -0.106 0.027 0.174
```
Forces are in eV/Å.

Calculated values
charge	+1
gap between HOMO and LUMO	2.829	eV
LUMO energy	-6.824	eV
spin multiplicity	1

---

Record 4
C13H25IIrN2O4Se2 | the ωB97M-V functional and the def2-TZVPD basis

Structure (XYZ):
```
48
Properties=species:S:1:pos:R:3:forces:R:3
Ir -0.033525 0.417643 0.328600 -0.177 0.005 -0.228
O -3.273740 -0.907756 1.581832 0.351 -0.579 0.409
C -3.125741 -2.152282 2.301989 1.594 1.435 -0.666
C -1.593406 -2.390509 2.423631 -1.368 -0.341 0.303
C -1.542679 -3.659147 3.264042 -0.964 -1.152 -0.593
O -0.254590 -4.133970 3.282110 1.791 -0.378 0.664
C -0.839133 -1.341636 3.231395 1.062 0.178 0.088
Se -0.942063 0.506508 2.588485 -0.217 0.115 0.307
C -0.992988 -2.729797 1.071898 1.141 -0.023 -0.286
Se -1.323737 -1.520192 -0.445010 -0.256 -0.277 -0.012
H -4.164624 -0.603690 1.723909 -0.665 0.388 -0.115
H -3.555711 -2.949647 1.730616 -0.338 -0.565 -0.281
H -3.584863 -2.091529 3.271965 -0.227 0.036 0.505
H -2.163239 -4.470217 2.810226 -0.184 0.789 0.202
H -1.936495 -3.430317 4.245215 -0.110 -0.007 0.456
H -0.149142 -4.791780 3.985011 0.031 0.142 -0.278
H 0.249106 -1.585078 3.251703 -0.700 -0.001 -0.169
H -1.123948 -1.321891 4.291254 -0.297 0.104 -0.366
H -1.338153 -3.716509 0.774180 -0.151 0.028 -0.213
H 0.118214 -2.805834 1.133019 -0.723 0.073 0.042
O -0.572230 2.114483 -0.798582 0.674 0.298 0.688
C -0.939850 2.202033 -1.983225 -1.152 -0.094 -0.715
C -1.397855 3.509998 -2.504696 0.714 -0.194 -0.618
C -0.008420 4.128621 -3.013879 -1.002 0.530 1.377
C 0.972071 3.315889 -3.816457 1.272 0.434 0.246
C 1.554632 2.063124 -3.134525 0.956 -0.101 -1.605
C 0.656427 0.867456 -3.150940 -1.083 -1.929 -0.966
N -0.791145 1.155253 -2.836254 0.205 0.123 -0.723
H -1.783965 4.128778 -1.680515 -0.105 -0.146 -0.664
H -2.053635 3.384996 -3.387089 0.028 0.151 0.695
H 0.489085 4.364341 -2.066153 0.080 0.394 -0.205
H -0.284508 5.065515 -3.515891 0.256 -0.270 0.105
H 1.817339 4.021541 -4.026667 -0.588 -0.620 0.213
H 0.612622 3.058379 -4.787992 -0.507 -0.320 -0.774
H 1.977152 2.243513 -2.165652 -0.101 0.388 0.789
H 2.437934 1.744193 -3.733471 -0.432 0.268 0.302
H 0.988667 0.048751 -2.529578 0.326 -0.011 0.641
H 0.608251 0.338557 -4.141560 0.115 0.928 0.612
H -1.346082 1.215544 -3.702214 0.452 0.346 0.728
N 3.909528 -1.344625 0.466014 1.294 -0.477 0.806
C 2.848795 -0.616394 0.660645 -0.760 1.106 0.581
O 1.847841 -0.592885 -0.096562 0.575 -0.549 -0.035
C 2.902454 0.221072 1.903522 0.077 0.887 -1.390
I 2.480911 2.280567 1.423555 -0.051 -0.401 0.035
H 3.976526 -1.972091 -0.304364 0.060 -0.436 -0.564
H 4.648454 -1.375471 1.192113 -0.741 0.009 -1.023
H 3.876528 0.196241 2.323008 0.641 0.044 0.667
H 2.142913 -0.089738 2.561332 -0.796 -0.326 1.027
```
Forces are in eV/Å.

Calculated values
charge	+2
gap between HOMO and LUMO (spin up / spin down)	7.861 / 6.923	eV
LUMO energy (spin up / spin down)	-5.750 / -8.414	eV
spin multiplicity	6

---

E across the listed records, respectively: -66670.239 -57087.853 -139149.609 -166671.667 eV.